Record 1
Density functional theory data (ωB97M-V/def2-TZVPD) for C24H27N3O8PdSb2 as an isolated structure.

Geometry as XYZ:
```
65
Properties=species:S:1:pos:R:3:forces:R:3
Pd 0.469 -0.214 0.167 0.3 -0.2 -0.3
C 1.148 -2.409 4.279 0.0 -0.1 0.0
Sb 1.383 -1.406 2.354 -0.2 0.1 0.3
C 1.203 0.550 3.266 0.0 -0.1 0.0
C 3.644 -1.575 2.516 -0.1 0.1 -0.1
C 4.297 -0.340 3.000 0.0 -0.1 0.0
C 4.324 -0.087 4.376 0.0 0.0 0.0
C 4.787 1.105 4.903 0.0 0.0 0.0
C 5.248 2.095 4.046 0.0 0.0 0.0
C 5.265 1.848 2.683 0.0 0.0 0.0
C 4.822 0.642 2.132 0.0 0.1 0.0
C 4.918 0.442 0.660 -0.1 -0.1 -0.1
Sb 2.975 0.359 -0.446 -0.2 0.4 0.2
C 2.390 2.302 0.389 0.1 0.0 -0.1
C 3.777 1.368 -2.208 0.0 -0.1 0.0
H 1.620 -1.818 5.065 0.0 0.0 0.0
H 1.611 -3.397 4.238 0.0 0.0 0.0
H 0.082 -2.508 4.476 0.1 0.0 0.0
H 2.102 1.149 3.131 0.0 0.0 0.0
H 0.992 0.430 4.329 0.0 0.0 0.0
H 0.352 1.031 2.786 0.0 0.0 0.0
H 3.991 -1.902 1.536 0.0 0.0 0.0
H 3.761 -2.389 3.232 0.0 0.0 0.0
H 3.931 -0.850 5.040 0.0 0.0 0.0
H 4.774 1.266 5.975 0.0 0.0 0.0
H 5.598 3.044 4.433 0.0 0.0 0.0
H 5.649 2.607 2.009 0.0 0.0 0.0
H 5.399 -0.508 0.415 0.0 0.0 0.0
H 5.495 1.249 0.206 0.0 0.0 0.0
H 2.395 3.029 -0.425 0.0 0.0 0.0
H 3.099 2.611 1.158 0.0 0.0 0.0
H 1.397 2.239 0.835 0.0 0.0 0.0
H 4.237 2.314 -1.917 0.0 0.0 0.0
H 2.960 1.556 -2.907 0.0 0.0 0.0
H 4.518 0.736 -2.700 0.0 0.0 0.0
O -2.268 1.602 -5.416 0.4 -0.2 0.4
C -1.853 2.605 -4.744 -0.2 -0.1 -0.2
O -2.007 3.792 -5.045 0.1 0.1 0.1
C -1.130 2.320 -3.443 0.0 0.0 0.0
C -0.760 3.328 -2.586 0.0 0.0 0.0
N -0.170 2.747 -1.527 0.0 0.0 0.2
N -0.124 1.420 -1.618 -0.1 -0.3 -0.3
C -0.704 1.130 -2.780 0.0 0.3 -0.1
C -0.796 -0.304 -3.228 0.3 0.1 0.4
O -1.488 -0.497 -4.313 -0.2 0.3 -0.5
O -0.243 -1.187 -2.606 -0.1 0.0 -0.1
H -1.804 0.426 -4.772 -0.2 -0.3 -0.1
H -0.880 4.392 -2.685 0.0 0.0 0.0
H 0.203 3.178 -0.700 0.0 0.0 0.0
O -1.810 -0.355 0.932 0.0 0.0 0.3
C -2.010 -1.128 1.893 0.0 -0.2 -0.4
O -1.295 -1.339 2.895 -0.1 0.1 0.2
C -3.277 -1.988 1.772 0.0 0.1 0.0
C -3.989 -2.010 0.578 0.0 0.0 0.0
C -5.132 -2.790 0.442 0.0 0.0 0.0
C -5.588 -3.549 1.506 0.0 0.0 0.0
C -4.866 -3.514 2.690 -0.1 0.1 0.0
C -3.715 -2.759 2.840 0.0 0.0 0.0
N -5.349 -4.316 3.822 0.3 -0.4 -0.3
O -4.670 -4.367 4.826 0.0 0.2 0.2
O -6.377 -4.954 3.678 -0.3 0.1 0.0
H -3.614 -1.407 -0.239 0.0 0.0 0.0
H -5.668 -2.807 -0.498 0.0 0.0 0.0
H -6.476 -4.159 1.436 0.0 0.0 0.0
H -3.152 -2.757 3.761 0.0 0.0 0.0
```
Positions in Å, forces in eV/Å.

Results
largest force on an atom	0.6	eV/A
gap between HOMO and LUMO	0.1632	Ha
highest occupied orbital energy	-0.833	eV
total energy	-2305.325639	a.u.
2S+1	1
net charge	-2



Record 2
Density functional theory data (ωB97M-V/def2-TZVPD) for a 2-piece molecular cluster, C5H13NO overall at a distorted geometry.

Geometry as XYZ:
```
20
Properties=species:S:1:pos:R:3:forces:R:3
C -2.081 -0.080 2.173 -0.2 0.1 0.1
C -0.700 0.352 1.678 0.6 0.0 -1.6
N -0.243 1.592 -1.094 0.3 -0.5 1.2
C -0.410 0.259 -0.903 0.6 0.6 -0.9
C -0.437 -0.311 0.370 -1.4 0.2 0.4
C -0.321 -0.579 -2.138 1.4 0.0 0.8
H -2.282 0.432 3.108 -0.1 -0.1 0.2
H -2.888 0.175 1.482 0.2 0.2 -0.1
H -2.131 -1.153 2.303 0.1 -0.2 0.3
H 0.134 0.026 2.307 -0.3 0.2 0.4
H -0.642 1.429 1.509 0.0 0.0 0.6
H -0.446 2.171 -0.287 0.2 0.1 0.0
H 0.694 1.758 -1.460 -0.5 0.6 -0.9
H -0.403 -1.381 0.371 0.1 -0.6 0.1
H 0.360 -1.388 -1.866 -0.6 -0.6 -0.3
H -1.310 -0.901 -2.440 -0.1 -0.3 -0.1
H 0.189 -0.074 -2.954 -0.4 0.4 -0.1
H 4.171 -1.573 0.072 0.0 0.4 0.2
H 2.901 -1.538 -0.693 0.1 0.3 0.1
O 3.416 -0.985 -0.086 -0.2 -0.7 -0.4
```
Positions in Å, forces in eV/Å.

Results
largest force on an atom	1.7	eV/A
gap between HOMO and LUMO (spin up / spin down)	0.4007 / 0.2797	Ha
highest occupied orbital energy (spin up / spin down)	-14.640 / -14.851	eV
total energy	-327.988630	a.u.
<S²>	0.76
energy relative to the best compared isomer or geometry (same formula, charge and spin)	0.7257	eV
2S+1	2
net charge	+1



Record 3
Density functional theory data (ωB97M-V/def2-TZVPD) for a 2-piece molecular cluster, C23H40N4O7P overall at a distorted geometry.

Geometry as XYZ:
```
75
Properties=species:S:1:pos:R:3:forces:R:3
C -1.359 6.602 4.200 0.2 0.0 -0.2
C -0.777 7.019 2.782 0.3 0.0 0.9
C -0.161 5.814 1.984 -0.1 -0.1 0.2
C -1.259 4.817 1.384 0.9 0.6 0.5
C -1.139 3.460 2.177 -0.8 0.5 -0.2
C -2.238 2.391 1.818 0.7 -0.5 0.5
C -2.263 1.958 0.294 -0.8 1.1 0.8
N -1.904 0.514 0.167 0.3 -1.7 -0.4
C -0.749 0.171 -0.529 0.9 -1.5 -0.3
C -0.272 -1.182 -0.694 -1.9 -0.6 1.1
C 1.000 -1.587 -1.478 0.7 0.5 -0.2
C 2.148 -0.477 -1.462 0.2 -0.6 -0.6
C 2.095 0.333 -2.810 -0.5 0.9 0.1
N 2.869 -0.010 -3.983 -0.2 -0.3 1.0
O 1.358 1.302 -2.878 0.5 -0.7 0.5
C -1.064 -2.281 -0.065 -0.8 2.6 0.7
C -0.633 -3.787 -0.135 0.2 0.6 0.3
O -1.130 -4.556 -0.891 0.3 0.3 0.3
O 0.367 -4.221 0.765 0.6 0.7 0.4
P 0.656 -3.034 1.962 -2.3 3.2 1.3
O 0.810 -3.757 3.460 1.1 -0.7 -2.0
O 2.036 -2.152 1.571 0.1 -1.9 0.2
C -2.304 -1.911 0.644 1.3 0.9 -1.2
N -3.136 -2.860 1.275 0.9 0.8 -0.8
C -2.687 -0.478 0.735 0.4 -2.5 -0.1
N -3.873 -0.177 1.470 1.0 1.3 -2.3
C -4.855 0.221 0.723 -1.0 0.4 0.6
C -5.068 -0.115 -0.786 -0.5 0.8 -0.2
C -5.964 1.091 1.430 0.1 -1.2 -0.5
H -2.347 6.077 4.132 0.8 0.4 0.0
H -0.646 5.904 4.724 -0.6 0.7 -0.5
H -1.499 7.509 4.854 0.1 -0.9 -0.7
H -1.590 7.554 2.227 0.8 -0.4 0.2
H 0.054 7.750 3.003 -0.9 -0.6 -0.4
H 0.457 5.226 2.726 -0.5 0.6 -0.8
H 0.564 6.169 1.195 -0.9 -0.3 0.7
H -1.070 4.704 0.280 -0.3 -0.1 1.0
H -2.249 5.331 1.506 0.6 -0.8 -0.1
H -0.089 3.083 2.045 -1.0 0.1 0.0
H -1.256 3.687 3.277 0.2 -0.2 -1.1
H -3.259 2.718 2.167 1.1 -0.1 -0.5
H -2.005 1.474 2.437 -0.3 0.9 -0.7
H -1.578 2.597 -0.330 -0.5 -1.0 0.6
H -3.310 2.151 -0.076 1.2 -0.5 0.0
H -0.135 0.995 -0.979 -0.9 -0.7 0.5
H 1.460 -2.534 -1.079 -0.8 1.0 -0.2
H 0.787 -1.810 -2.564 -0.2 0.2 1.2
H 2.023 0.211 -0.588 0.1 -0.4 -0.9
H 3.143 -0.990 -1.388 -1.1 0.5 0.0
H 3.825 0.339 -3.839 -0.4 -0.2 -0.3
H 2.907 -1.028 -4.104 0.4 0.5 0.4
H 0.924 -3.087 4.159 0.0 -0.1 -0.5
H 1.847 -1.198 1.598 -0.3 -0.5 0.0
H -4.124 -2.734 1.061 0.3 -0.1 0.3
H -2.821 -3.820 1.142 -0.3 0.3 0.0
H -5.856 0.581 -1.196 0.9 -0.7 0.4
H -4.163 0.007 -1.431 -0.6 -0.3 0.7
H -5.497 -1.150 -0.930 0.6 0.9 0.4
H -5.533 2.060 1.797 -0.3 -1.0 -0.4
H -6.362 0.515 2.315 0.4 0.7 -0.9
H -6.782 1.280 0.691 0.6 0.0 0.9
O 3.106 -2.718 -2.861 0.6 -0.4 -0.2
C 3.988 -3.545 -2.771 0.0 -0.4 -0.3
O 5.262 -3.169 -2.908 -0.2 0.6 0.2
C 6.391 -4.021 -2.648 0.3 -0.4 -0.2
C 6.719 -4.878 -3.854 -0.2 0.0 -0.1
C 3.665 -5.004 -2.595 0.0 -0.1 0.6
H 6.234 -4.610 -1.744 -0.1 0.0 -0.1
H 7.230 -3.355 -2.442 -0.2 0.2 0.0
H 5.897 -5.548 -4.107 0.1 -0.1 0.1
H 7.609 -5.479 -3.665 0.0 0.1 0.0
H 6.896 -4.250 -4.729 0.1 0.0 0.1
H 3.428 -5.436 -3.567 0.0 0.0 0.0
H 2.794 -5.088 -1.942 -0.1 0.1 -0.2
H 4.458 -5.578 -2.123 0.1 0.0 -0.2
```
Positions in Å, forces in eV/Å.

Results
largest force on an atom	4.2	eV/A
gap between HOMO and LUMO	0.2771	Ha
highest occupied orbital energy	-11.139	eV
total energy	-1987.204317	a.u.
2S+1	1
net charge	+1



Record 4
Density functional theory data (ωB97M-V/def2-TZVPD) for a 2-piece molecular cluster, C22H25N3O2 overall at a distorted geometry.

Geometry as XYZ:
```
52
Properties=species:S:1:pos:R:3:forces:R:3
C -0.182 -2.196 3.497 1.4 -1.6 0.4
C -1.086 -1.058 3.525 -0.6 1.4 0.4
C -0.530 0.234 3.481 -1.6 0.3 -0.8
N 0.857 0.313 3.398 2.4 0.0 -1.9
C 1.581 -0.640 2.654 2.8 2.6 3.4
N 2.907 -0.348 2.996 -1.7 0.7 -1.1
C 4.076 -1.070 2.583 0.5 -0.3 -0.5
C 2.978 0.904 3.568 0.1 0.0 0.6
C 1.721 1.303 3.833 -0.3 0.1 0.6
C -1.332 1.379 3.335 -0.3 -0.7 0.6
C -0.764 2.716 3.023 -0.2 0.8 -0.2
C -2.720 1.232 3.442 0.4 -0.3 -0.2
C -3.316 -0.025 3.552 0.6 0.2 0.2
C -4.814 -0.132 3.594 0.0 0.1 0.0
C -2.483 -1.144 3.608 0.2 0.2 -0.2
H -0.516 -2.978 2.818 0.0 -0.1 0.0
H 1.093 -1.710 3.003 -3.0 -1.9 0.4
H 0.016 -2.603 4.494 -0.3 -0.2 0.0
H 3.832 -1.779 1.786 0.1 0.2 0.2
H 4.791 -0.345 2.203 0.2 -0.1 -0.2
H 4.563 -1.609 3.406 -0.3 0.1 0.0
H 3.916 1.405 3.755 -0.1 -0.1 0.1
H 1.385 2.183 4.361 0.1 -0.2 -0.2
H -1.583 3.378 2.744 0.0 0.1 0.0
H -0.249 3.206 3.854 0.0 -0.1 -0.1
H -0.105 2.677 2.159 0.2 -0.1 0.1
H -3.335 2.127 3.388 0.0 -0.1 -0.1
H -5.123 -1.170 3.752 -0.1 0.2 0.0
H -5.210 0.513 4.390 0.0 -0.3 -0.1
H -5.239 0.233 2.650 0.0 -0.2 0.2
H -2.919 -2.129 3.672 -0.1 -0.2 0.0
C 3.447 -6.447 -0.746 0.0 -0.2 0.1
C 2.944 -5.053 -0.620 -0.5 0.4 0.2
C 2.570 -4.582 0.641 0.1 0.9 -0.1
C 2.124 -3.270 0.795 -0.2 0.4 -0.5
C 1.982 -2.371 -0.291 0.4 -1.8 -0.1
C 1.461 -1.034 -0.027 0.0 1.2 -2.1
C 1.251 -0.163 -1.075 0.4 -2.4 0.8
N 0.815 1.125 -0.801 -1.0 3.0 2.1
O 0.502 1.954 -1.675 0.6 -1.8 0.7
O 0.762 1.405 0.424 -0.1 0.3 -1.6
C 2.337 -2.901 -1.561 -0.3 0.4 0.1
C 2.788 -4.210 -1.727 0.1 0.3 0.4
H 3.708 -6.676 -1.779 0.1 -0.2 0.2
H 4.293 -6.597 -0.075 0.2 0.0 -0.2
H 2.692 -7.150 -0.392 -0.1 -0.1 -0.2
H 2.677 -5.202 1.528 0.0 0.0 -0.2
H 1.851 -2.874 1.761 0.0 -0.4 0.1
H 1.319 -0.736 1.095 0.0 -0.6 -2.0
H 1.324 -0.386 -2.127 0.1 0.0 0.0
H 2.235 -2.263 -2.441 0.1 -0.2 0.2
H 3.066 -4.581 -2.716 -0.1 0.2 0.3
```
Positions in Å, forces in eV/Å.

Results
largest force on an atom	5.1	eV/A
gap between HOMO and LUMO	0.2132	Ha
highest occupied orbital energy	-6.618	eV
total energy	-1167.809321	a.u.
energy relative to the best compared isomer or geometry (same formula, charge and spin)	9.5224	eV
2S+1	1



Record 5
Density functional theory data (ωB97M-V/def2-TZVPD) for a 4-piece molecular cluster, C20H49Cl2N3 overall at a distorted geometry.

Geometry as XYZ:
```
74
Properties=species:S:1:pos:R:3:forces:R:3
Cl 3.949 0.374 -3.401 -0.2 0.0 -0.1
C 2.792 1.373 -2.472 0.4 -0.1 0.7
C 1.767 2.018 -3.355 0.1 0.1 -0.2
Cl 0.709 2.962 -2.251 -0.1 -0.1 -0.3
H 3.371 2.157 -1.990 0.1 -0.1 0.1
H 2.333 0.737 -1.696 0.2 0.3 -0.5
H 1.197 1.241 -3.859 -0.2 0.3 -0.1
H 2.229 2.724 -4.068 -0.3 -0.5 0.3
C -3.156 1.650 -1.657 0.0 -0.3 0.9
C -3.064 3.142 -1.566 -1.1 1.5 -0.8
N -3.119 3.776 -0.263 1.0 -0.4 1.2
C -2.671 5.156 -0.185 -0.4 0.8 -0.6
C -1.219 5.396 -0.493 1.1 -0.5 0.4
C -4.399 3.632 0.408 -0.1 -0.3 0.5
C -4.364 3.684 1.954 0.2 -1.1 -0.3
H -2.265 1.169 -1.247 0.0 0.0 0.0
H -3.283 1.368 -2.693 0.0 -0.1 -0.2
H -4.016 1.294 -1.092 0.0 -0.2 -0.1
H -2.201 3.455 -2.145 0.3 0.3 0.3
H -3.937 3.575 -2.096 0.1 -0.2 -0.5
H -3.225 5.819 -0.895 -0.3 -0.3 0.4
H -2.853 5.498 0.838 -0.2 0.0 -0.2
H -0.986 5.227 -1.537 0.1 0.1 -0.2
H -0.798 6.373 -0.204 -0.7 -0.1 -0.2
H -0.643 4.677 0.086 0.2 -0.2 0.0
H -4.820 2.654 0.162 0.0 0.2 -0.2
H -5.114 4.400 0.067 0.0 0.0 -0.2
H -5.379 3.414 2.307 0.5 0.5 0.0
H -4.014 4.635 2.338 -0.3 0.3 0.1
H -3.676 2.920 2.376 -0.3 0.3 -0.4
C -1.283 -3.257 2.637 1.3 -0.7 0.4
C -2.222 -3.318 1.477 -1.1 0.7 0.2
N -2.035 -2.226 0.503 -0.5 -0.3 -0.1
C -3.260 -1.931 -0.248 -0.5 -0.4 -1.0
C -4.284 -1.138 0.528 0.1 0.1 1.0
C -0.940 -2.519 -0.377 1.9 0.8 -0.1
C -0.324 -1.250 -1.039 -0.7 -0.1 1.0
H -1.553 -4.026 3.384 0.0 0.4 -0.2
H -1.255 -2.278 3.084 -0.2 0.4 0.3
H -0.245 -3.487 2.344 -0.2 0.0 0.0
H -2.205 -4.349 1.090 -0.1 0.3 -0.6
H -3.209 -3.137 1.908 -0.1 -0.3 -0.2
H -3.052 -1.335 -1.161 0.3 -0.4 0.5
H -3.697 -2.884 -0.611 0.0 0.2 0.0
H -3.770 -0.229 0.848 -0.3 0.1 0.1
H -5.211 -0.890 0.009 0.3 0.0 -0.4
H -4.613 -1.678 1.420 0.1 0.1 0.1
H -1.164 -3.198 -1.211 -0.3 -0.4 0.2
H -0.174 -2.983 0.275 -0.1 0.1 -0.6
H -0.046 -0.504 -0.278 0.3 -0.4 -0.1
H -1.113 -0.743 -1.576 -0.1 0.1 -0.6
H 0.496 -1.494 -1.716 0.0 0.0 0.1
C 2.627 -1.316 2.086 -1.2 0.3 -0.1
C 3.389 -2.595 1.838 0.1 0.1 0.5
N 4.344 -2.548 0.763 0.8 -0.7 -0.7
C 3.754 -2.443 -0.546 -1.9 1.2 -0.1
C 4.563 -2.978 -1.671 1.9 -0.5 0.1
C 5.517 -1.685 0.932 -1.3 0.1 -0.4
C 6.391 -2.052 2.093 -0.2 -0.4 0.3
H 3.255 -0.462 2.297 0.2 0.2 0.2
H 1.909 -1.456 2.901 0.3 0.1 0.2
H 1.982 -1.045 1.243 0.2 -0.1 -0.1
H 3.945 -2.850 2.742 -0.1 -0.1 0.1
H 2.652 -3.397 1.683 0.4 0.0 -0.2
H 2.837 -3.038 -0.469 -0.1 0.1 -0.2
H 3.404 -1.383 -0.855 0.4 -1.0 0.7
H 5.012 -3.928 -1.349 -0.1 0.1 -0.2
H 4.018 -3.170 -2.579 -0.5 0.2 -0.3
H 5.400 -2.305 -1.912 -0.3 -0.2 -0.1
H 5.108 -0.654 0.981 0.8 0.1 0.0
H 6.101 -1.822 0.027 0.0 0.4 -0.2
H 5.877 -1.911 3.040 0.1 0.3 0.2
H 7.319 -1.487 2.066 0.0 0.0 0.2
H 6.611 -3.120 2.031 0.2 0.0 0.0
```
Positions in Å, forces in eV/Å.

Results
largest force on an atom	2.2	eV/A
gap between HOMO and LUMO	0.3260	Ha
highest occupied orbital energy	-8.092	eV
total energy	-1876.012682	a.u.
energy relative to the best compared isomer or geometry (same formula, charge and spin)	0.0000	eV
2S+1	1



Record 6
Density functional theory data (ωB97M-V/def2-TZVPD) for a 2-piece molecular cluster, C2H4FI overall at a distorted geometry.

Geometry as XYZ:
```
8
Properties=species:S:1:pos:R:3:forces:R:3
C -1.489 0.202 0.119 1.1 3.2 1.9
C 1.371 -0.311 -0.391 1.2 -3.2 4.3
F -1.709 -0.575 1.140 -0.3 -1.5 1.1
I 2.610 0.697 0.866 0.3 0.5 0.4
H -1.807 -0.099 -0.801 -0.8 -1.1 -2.3
H -1.618 1.261 0.434 0.4 -0.7 -0.6
H 1.136 0.231 -1.183 -1.1 1.6 -3.7
H 1.506 -1.406 -0.185 -0.7 1.3 -1.0
```
Positions in Å, forces in eV/Å.

Results
largest force on an atom	5.4	eV/A
gap between HOMO and LUMO (spin up / spin down)	0.3072 / 0.3174	Ha
highest occupied orbital energy (spin up / spin down)	-8.527 / -8.210	eV
total energy	-475.988658	a.u.
energy relative to the best compared isomer or geometry (same formula, charge and spin)	4.0691	eV
2S+1	1